[1]
A 3-piece molecular cluster, C41H67I2N3O5 overall in a non-equilibrium geometry, computed with ωB97M-V/def2-TZVPD.

## Properties
<S²>   2.01
Gap between HOMO and LUMO (alpha / beta)   7.318 / 7.959 eV
LUMO energy (alpha / beta)   -0.041 / -0.041 Eh
Calculated total energy   -2738.1780 a.u.

Structure (ORCA input):
```
! RIJCOSX wB97M-V def2-TZVPD def2/J DEFGRID3
* xyz 0 3
C 4.657 -0.793 1.468
C 5.020 -0.165 0.128
O 4.202 -0.535 -0.964
C 4.137 -1.922 -1.219
C 2.815 -2.540 -0.812
C 1.851 -1.679 -0.291
C 0.614 -2.154 0.121
C 0.292 -3.510 -0.005
C 1.240 -4.389 -0.578
C 0.858 -5.835 -0.846
C 0.969 -6.811 0.358
C 1.601 -6.262 1.616
I 2.128 -8.541 -0.287
C 2.524 -3.913 -0.962
C 3.513 -4.892 -1.543
I 3.437 -4.695 -3.706
C 4.970 -4.866 -1.071
C 5.143 -4.678 0.440
C -1.047 -3.940 0.464
O -1.363 -5.091 0.642
C -2.059 -2.887 0.764
C -3.478 -3.310 0.993
C -4.336 -3.099 -0.263
C -5.826 -2.926 0.062
C -6.610 -4.247 0.021
N -6.849 -4.811 1.375
C -1.729 -1.602 0.854
C -0.351 -1.158 0.657
O -0.018 -0.024 0.898
H 3.588 -0.922 1.599
H 5.155 -1.749 1.611
H 5.009 -0.152 2.272
H 6.078 -0.345 -0.085
H 4.909 0.912 0.216
H 4.976 -2.411 -0.734
H 4.279 -2.059 -2.291
H 2.044 -0.626 -0.192
H 1.391 -6.220 -1.698
H -0.182 -5.837 -1.150
H -0.009 -7.217 0.555
H 1.066 -5.376 1.944
H 2.644 -6.029 1.439
H 1.546 -7.009 2.401
H 3.162 -5.895 -1.386
H 5.550 -4.154 -1.644
H 5.382 -5.834 -1.341
H 4.244 -4.336 0.941
H 5.959 -3.998 0.665
H 5.415 -5.626 0.896
H -3.517 -4.340 1.332
H -3.861 -2.691 1.801
H -4.180 -3.927 -0.948
H -3.991 -2.183 -0.739
H -5.937 -2.462 1.038
H -6.248 -2.282 -0.704
H -6.087 -4.968 -0.602
H -7.578 -4.040 -0.430
H -6.577 -5.784 1.385
H -6.243 -4.331 2.027
H -2.452 -0.833 1.077
C 5.515 5.592 4.203
C 5.565 5.248 2.701
C 5.444 6.528 1.877
C 4.038 7.128 1.934
C 2.986 6.100 1.515
C 3.081 4.768 2.262
N 4.496 4.282 2.302
O 4.805 3.698 1.190
C 2.506 4.891 3.686
C 2.211 3.732 1.554
C 6.923 4.590 2.478
H 6.426 6.125 4.477
H 4.696 6.248 4.483
H 5.459 4.690 4.813
H 5.698 6.317 0.834
H 6.175 7.255 2.237
H 3.820 7.507 2.935
H 3.985 7.992 1.268
H 1.985 6.512 1.657
H 3.096 5.912 0.442
H 2.658 3.963 4.238
H 1.433 5.075 3.634
H 2.925 5.706 4.270
H 2.463 3.629 0.501
H 1.168 4.040 1.616
H 2.302 2.751 2.023
H 6.996 3.661 3.047
H 7.712 5.259 2.820
H 7.109 4.364 1.431
C -4.168 3.454 -1.650
C -4.154 2.031 -2.242
C -3.831 2.110 -3.732
C -4.982 2.704 -4.545
C -6.280 1.936 -4.301
C -6.639 1.761 -2.823
N -5.451 1.306 -2.040
O -5.277 0.033 -2.208
C -7.215 3.062 -2.232
C -7.751 0.723 -2.702
C -3.057 1.296 -1.476
H -3.151 3.846 -1.642
H -4.755 4.169 -2.219
H -4.532 3.450 -0.621
H -3.604 1.109 -4.113
H -2.928 2.708 -3.871
H -5.117 3.762 -4.306
H -4.734 2.667 -5.608
H -7.110 2.434 -4.807
H -6.185 0.947 -4.760
H -7.385 2.949 -1.161
H -8.174 3.286 -2.700
H -6.590 3.937 -2.386
H -7.489 -0.220 -3.178
H -8.648 1.103 -3.189
H -7.990 0.523 -1.656
H -3.302 1.245 -0.414
H -2.111 1.827 -1.575
H -2.903 0.282 -1.841
*
```



[2]
A 7-piece molecular cluster, C41H67N2O21 overall in a non-equilibrium geometry, computed with ωB97M-V/def2-TZVPD.

## Properties
Gap between HOMO and LUMO   7.439 eV
LUMO energy   -0.150 Eh
Calculated total energy   -3291.8464 a.u.

Structure (ORCA input):
```
! RIJCOSX wB97M-V def2-TZVPD def2/J DEFGRID3
* xyz 1 1
C 5.285 -0.419 3.554
C 5.712 0.647 2.498
O 5.662 0.143 1.173
C 4.345 -0.040 0.709
C 4.303 -1.297 -0.187
C 3.105 -1.313 -1.142
C 1.756 -1.578 -0.449
C 1.575 -3.070 -0.014
C 0.373 -3.124 0.900
C 0.400 -3.653 2.160
N -0.704 -3.656 2.916
C -1.852 -3.125 2.504
C -1.969 -2.566 1.257
O -3.133 -2.019 0.855
C -3.312 -0.661 1.329
C -2.022 0.171 1.328
N -2.269 1.604 1.331
C -0.956 2.283 1.524
C -0.834 3.582 0.703
C -1.411 4.766 1.499
O -1.372 3.456 -0.611
C -0.837 -2.596 0.456
H 5.229 -1.373 3.010
H 4.278 -0.222 3.936
H 6.030 -0.525 4.344
H 6.771 0.845 2.700
H 5.150 1.582 2.630
H 3.612 -0.207 1.514
H 4.002 0.809 0.094
H 5.212 -1.250 -0.807
H 4.413 -2.218 0.405
H 3.220 -2.032 -1.960
H 3.025 -0.321 -1.601
H 1.683 -0.903 0.418
H 0.932 -1.312 -1.124
H 2.493 -3.319 0.530
H 1.456 -3.662 -0.926
H 1.304 -4.079 2.584
H -0.630 -4.082 3.837
H -2.682 -3.179 3.205
H -3.804 -0.623 2.313
H -4.007 -0.173 0.636
H -1.497 -0.054 0.388
H -1.389 -0.104 2.196
H -2.906 1.868 2.076
H -0.743 2.421 2.592
H -0.205 1.581 1.130
H 0.243 3.786 0.596
H -0.903 5.692 1.209
H -1.147 4.601 2.551
H -2.498 4.870 1.422
H -0.614 3.402 -1.202
H -0.922 -2.149 -0.532
C -0.124 -0.012 7.278
C 0.426 1.323 6.835
C -0.437 2.510 7.177
O -0.054 3.453 6.165
C 0.349 2.741 5.089
O 0.561 3.206 4.012
O 0.475 1.423 5.397
H 0.370 -0.826 6.746
H 0.022 -0.154 8.348
H -1.192 -0.089 7.062
H 1.446 1.449 7.209
H -0.244 2.908 8.171
H -1.505 2.310 7.070
C 8.857 -1.025 -2.344
C 8.778 -2.048 -1.235
C 8.372 -1.496 0.106
O 8.965 -2.441 1.006
C 10.057 -2.958 0.377
O 10.879 -3.633 0.901
O 10.073 -2.592 -0.934
H 9.437 -1.413 -3.181
H 7.859 -0.763 -2.698
H 9.354 -0.115 -2.005
H 8.133 -2.879 -1.538
H 7.295 -1.453 0.243
H 8.799 -0.511 0.313
C -0.901 -3.655 -4.639
C -0.015 -2.543 -5.145
C 1.082 -2.982 -6.079
O 2.062 -1.954 -5.887
C 1.902 -1.477 -4.631
O 2.662 -0.745 -4.083
O 0.750 -1.953 -4.075
H -1.455 -3.332 -3.757
H -1.611 -3.962 -5.406
H -0.312 -4.526 -4.346
H -0.625 -1.751 -5.589
H 0.767 -3.027 -7.119
H 1.530 -3.938 -5.797
C -3.343 2.054 -2.604
C -3.430 2.884 -3.860
C -4.446 3.995 -3.816
O -4.757 4.167 -5.205
C -4.551 2.966 -5.809
O -4.884 2.704 -6.919
O -3.915 2.107 -4.970
H -2.837 1.108 -2.806
H -2.796 2.587 -1.822
H -4.338 1.809 -2.224
H -2.438 3.260 -4.130
H -4.054 4.915 -3.389
H -5.364 3.718 -3.292
C -6.319 5.707 -7.299
C -7.158 6.771 -7.962
C -6.601 7.304 -9.257
O -7.177 8.615 -9.310
C -7.387 9.010 -8.025
O -7.683 10.112 -7.699
O -7.208 7.969 -7.168
H -6.600 5.596 -6.254
H -6.440 4.747 -7.799
H -5.260 5.971 -7.315
H -8.185 6.415 -8.086
H -6.896 6.715 -10.123
H -5.514 7.408 -9.245
C -3.614 -7.009 7.074
C -2.793 -5.877 6.506
C -1.695 -6.302 5.563
O -0.757 -5.216 5.695
C -0.927 -4.700 6.957
O -0.192 -3.917 7.457
O -2.037 -5.210 7.533
H -4.162 -6.677 7.954
H -4.324 -7.379 6.335
H -2.977 -7.838 7.388
H -3.451 -5.132 6.045
H -2.033 -6.404 4.533
H -1.195 -7.223 5.869
*
```



[3]
A 11-piece molecular cluster, C41H70N7O14P3S overall in a non-equilibrium geometry, computed with ωB97M-V/def2-TZVPD.

## Properties
SMILES   COP(=O)(OC)OC.COP(=O)(OC)OC.COP(=O)(OC)OC.O=S1(=O)CCCC1.c1cc[nH]c1.c1cc[nH]c1.c1cc[nH]c1.c1cc[nH]c1.c1cc[nH]c1.c1cc[nH]c1.c1cc[nH]c1
Gap between HOMO and LUMO   8.581 eV
Energy relative to the best compared isomer or geometry (same formula, charge and spin)   4.470 eV
LUMO energy   0.014 Eh
Calculated total energy   -4463.1732 a.u.

Structure (ORCA input):
```
! RIJCOSX wB97M-V def2-TZVPD def2/J DEFGRID3
* xyz 0 1
C -3.065 -0.560 1.601
C -2.644 -2.056 1.590
C -3.976 -2.807 1.996
S -4.853 -1.761 3.308
O -4.453 -2.171 4.615
O -6.215 -1.437 2.916
C -3.878 -0.263 2.984
H -3.791 -0.376 0.809
H -2.225 0.130 1.518
H -1.846 -2.165 2.325
H -2.296 -2.077 0.557
H -3.768 -3.807 2.375
H -4.612 -2.814 1.111
H -3.078 -0.333 3.721
H -4.486 0.637 3.077
C 7.585 -1.808 3.084
O 6.664 -1.353 2.129
P 6.635 0.158 1.545
O 7.963 0.844 1.548
O 5.814 -0.115 0.209
C 5.529 0.842 -0.691
O 5.519 0.773 2.599
C 4.147 0.402 2.629
H 7.105 -2.073 4.026
H 8.403 -1.098 3.204
H 8.001 -2.767 2.777
H 6.050 0.586 -1.613
H 5.778 1.857 -0.380
H 4.497 0.820 -1.041
H 3.722 0.271 3.624
H 4.053 -0.484 2.002
H 3.539 1.177 2.160
C -2.898 -3.740 -4.471
O -1.594 -4.058 -3.943
P -1.114 -3.437 -2.562
O -1.857 -2.219 -2.054
O -1.385 -4.685 -1.501
C -2.584 -4.605 -0.695
O 0.511 -3.217 -2.700
C 1.280 -4.354 -3.180
H -3.642 -4.531 -4.380
H -2.773 -3.528 -5.533
H -3.190 -2.816 -3.972
H -3.174 -5.476 -0.980
H -3.185 -3.722 -0.915
H -2.366 -4.628 0.372
H 2.319 -4.172 -3.452
H 0.954 -4.668 -4.171
H 1.303 -5.270 -2.588
C -0.820 0.095 -4.269
O -0.555 1.381 -4.621
P 0.346 1.740 -5.921
O 1.442 0.823 -6.226
O 0.791 3.299 -5.627
C -0.217 4.291 -5.359
O -0.741 1.799 -7.150
C -0.468 1.306 -8.459
H -0.041 -0.253 -3.591
H -1.016 -0.604 -5.082
H -1.716 0.050 -3.649
H -0.309 5.099 -6.085
H 0.387 4.658 -4.529
H -1.207 3.968 -5.038
H 0.539 0.900 -8.560
H -0.534 2.201 -9.078
H -1.182 0.639 -8.941
N 0.721 1.567 6.319
C 0.066 0.442 6.758
C -0.974 0.201 5.861
C -0.844 1.059 4.752
C 0.231 1.822 5.022
H 1.510 2.049 6.725
H 0.424 -0.044 7.653
H -1.569 -0.700 5.835
H -1.332 1.065 3.788
H 0.669 2.656 4.494
N 1.784 -2.421 4.164
C 2.734 -2.606 3.191
C 3.948 -2.798 3.872
C 3.687 -2.924 5.227
C 2.404 -2.731 5.406
H 0.897 -1.939 4.150
H 2.719 -2.205 2.189
H 4.941 -2.908 3.462
H 4.326 -3.326 6.000
H 1.816 -2.834 6.306
N -5.325 3.339 3.033
C -4.173 3.151 2.282
C -3.090 3.009 3.189
C -3.715 2.823 4.411
C -5.042 3.141 4.357
H -6.109 3.835 2.633
H -4.110 3.415 1.236
H -2.029 3.054 2.992
H -3.108 2.747 5.301
H -5.736 3.499 5.103
N 4.951 -2.824 -1.385
C 5.559 -2.357 -2.413
C 4.775 -1.364 -3.010
C 3.568 -1.371 -2.297
C 3.663 -2.297 -1.326
H 5.392 -3.433 -0.711
H 6.575 -2.689 -2.563
H 5.193 -0.803 -3.833
H 2.767 -0.687 -2.535
H 2.980 -2.582 -0.540
N 0.358 -0.454 -0.296
C -0.435 0.664 -0.375
C -0.247 1.547 0.594
C 0.857 1.004 1.330
C 1.159 -0.207 0.704
H 0.188 -1.235 -0.914
H -1.164 0.756 -1.166
H -0.884 2.419 0.608
H 1.335 1.513 2.153
H 2.022 -0.829 0.890
N -4.074 0.412 -1.857
C -4.299 1.667 -2.315
C -5.065 1.752 -3.480
C -5.283 0.427 -3.729
C -4.728 -0.384 -2.792
H -3.250 0.173 -1.323
H -3.826 2.500 -1.815
H -5.232 2.575 -4.160
H -5.709 0.157 -4.684
H -4.593 -1.449 -2.904
N 0.176 5.507 -1.200
C -0.998 4.840 -1.306
C -1.567 4.954 -0.022
C -0.703 5.533 0.906
C 0.395 5.903 0.105
H 0.774 5.801 -1.959
H -1.323 4.387 -2.231
H -2.527 4.557 0.272
H -0.896 5.656 1.962
H 1.277 6.384 0.501
*
```